C8H20O2 | wB97M-V/def2-TZVPD

```
! wB97M-V def2-TZVPD RIJCOSX def2/J DEFGRID3
* xyz 0 1
H -0.7782 0.0332 1.8556
O 1.0499 -2.4436 -2.6987
O 0.2127 1.8603 1.4823
H 1.6428 3.7532 1.7787
C -1.9341 -2.6009 -1.7514
C 0.8725 3.7723 2.5735
H 1.3260 4.2361 3.4706
H -0.2401 0.4301 0.1936
H 0.3295 5.7934 2.0817
H -0.4103 4.5206 1.0609
C -0.0190 0.5728 1.2648
H -0.6657 2.3912 3.2875
H -1.0084 4.7922 2.7275
H -2.8502 -2.0194 -1.5533
H 1.0062 1.7845 3.4686
C 0.6425 -2.7474 -1.3386
H -0.5160 -0.9762 -1.5117
C -0.6828 -1.9745 -1.0632
H -1.7130 -2.5520 -2.8310
C 0.3217 2.3298 2.7907
C -0.1088 4.7812 2.0894
H 1.2184 -2.9381 -4.6114
H -2.1192 -3.6531 -1.4775
C 0.8758 -3.3527 -3.6484
H -0.2083 -3.5452 -3.7139
H -0.7136 -1.8487 0.0362
H 1.4751 -2.3730 -0.7124
H 1.3933 -4.3110 -3.4739
H 0.6305 -3.8514 -1.2575
H 0.9706 0.1363 1.4810
*
```

Energy relative to the best compared isomer or geometry (same formula, charge and spin), eV: 2.8630
Electronic energy, eV: -12713.123
LUMO energy, eV: 0.96

Results of the Mulliken charge analysis, in e, for atoms 1 through 2: H 0.309; O -0.332

---

C8H20O3 | wB97M-V/def2-TZVPD

```
! wB97M-V def2-TZVPD RIJCOSX def2/J DEFGRID3
* xyz 0 1
C -2.3457 -0.7064 1.5771
H -1.5978 -0.6642 -0.6261
H -1.6492 -1.8167 -3.3026
C -1.6296 -1.2883 0.2778
C 0.7401 -0.5013 0.3123
H -2.4071 -1.5329 2.2729
H -0.0228 -1.9146 1.7013
C 1.9663 2.6861 1.9386
H 2.3457 0.0609 -1.0453
C 1.5895 -0.5970 -0.7521
C -0.1753 -1.6602 0.6971
H -0.3004 1.2260 0.9580
H 2.8661 3.0974 1.9990
H -1.9747 -2.7926 -1.9799
H 1.4474 1.6494 -2.6772
C 0.6245 0.6813 1.1666
C 1.8046 1.6184 1.1128
H 0.4268 0.4374 2.2188
H -1.9254 0.2755 1.8577
H -3.3318 -0.5506 1.5483
O -0.4720 0.8528 -1.8809
H -2.3571 -2.0479 -0.0779
H -0.5457 -0.1364 -2.1725
H 1.3414 3.1628 2.6961
H 1.6251 -1.5035 -1.4379
H 0.1419 -2.6059 0.2036
H 2.6629 1.3933 0.4056
O 1.7217 2.3922 -2.1798
H 1.4154 2.2431 -1.2711
O -1.1943 -2.3245 -2.5876
H -0.7904 0.8663 -0.9523
*
```

Energy relative to the best compared isomer or geometry (same formula, charge and spin), eV: 2.4097
Electronic energy, eV: -14759.116
LUMO energy, eV: 0.28

Results of the Mulliken charge analysis, in e, for atoms 1 through 2: C -1.569; H 0.304

---

C8H21AlClO10P2 | wB97M-V/def2-TZVPD

```
! wB97M-V def2-TZVPD RIJCOSX def2/J DEFGRID3
* xyz -1 1
O 3.4696 -1.9502 2.6000
O -3.8261 0.4813 1.6194
Al 3.1111 -3.8739 -0.1611
H -4.4659 0.7339 -1.0476
Cl -0.1862 -4.6728 0.4194
C 0.9281 1.9927 0.3406
H 3.8971 -3.7930 -1.5662
O -3.6221 -1.6208 2.0798
H 3.1026 -5.3537 0.4556
H -2.1612 -2.9438 1.3830
O 5.5060 -3.4385 2.0660
H 2.8753 2.8304 0.7194
P 4.2720 -2.5283 1.4847
C -3.6158 1.5955 0.7323
H -3.3046 -3.5366 2.6210
O 0.8605 2.0148 -2.3569
C -4.6133 1.6006 -0.4049
H 1.1311 4.0348 -4.1088
H -2.5918 1.5640 0.3600
H 0.4768 1.0868 -0.0625
H -0.4722 3.2811 -4.1108
H 5.8154 -4.0767 1.4178
H -0.2865 -1.4817 0.2221
C 0.1114 4.1198 -3.7341
H -4.4774 2.5026 -1.0044
H 0.5228 2.1780 1.3337
H 4.6642 -0.6278 0.5074
C -3.3439 -0.6875 1.1797
O 5.2210 -1.3584 0.7935
H 2.7272 1.0971 1.0575
C 2.4328 1.8951 0.3727
P 0.8415 -3.1231 -0.6275
O 0.1022 4.1396 -2.3054
H 2.8243 1.6666 -0.6186
O 0.4733 3.1355 -0.4268
O 0.5767 -1.8558 0.4301
C 0.5079 2.9893 -1.7447
O -2.7660 -0.8562 0.1341
H -5.6333 1.5941 -0.0184
H -0.3288 5.0653 -4.0385
C -3.1958 -2.9465 1.7166
H -3.7371 2.4676 1.3730
H -3.8227 -3.3410 0.9178
*
```

Energy relative to the best compared isomer or geometry (same formula, charge and spin), eV: 0.0000
Electronic energy, eV: -66814.768
LUMO energy, eV: 2.36

Results of the Mulliken charge analysis, in e, for atoms 1 through 2: O -0.683; O -0.390